Entry w
{
  "formula": "C2H4P2",
  "method": "ωB97M-V with the def2-TZVPD basis set",
  "gap_ev": [7.025, 7.034],
  "homo_ev": [-8.323, -8.318],
  "symbols": ["C", "C", "P", "P", "H", "H", "H", "H"],
  "xyz": [[0.48, -0.52, -0.05], [-0.56, 0.44, 0.04], [2.11, 0.16, 0.00], [-2.22, -0.06, -0.01], [0.18, -1.62, 0.03], [-0.10, 1.39, -0.01], [2.75, -1.08, 0.02], [-2.63, 1.29, -0.02]]
}

Entry x
{
  "formula": "C2H4P2",
  "method": "ωB97M-V with the def2-TZVPD basis set",
  "gap_ev": 8.131,
  "homo_ev": -8.897,
  "symbols": ["C", "C", "P", "P", "H", "H", "H", "H"],
  "xyz": [[-0.02, 1.18, -0.11], [1.28, -1.03, 0.27], [1.64, 0.60, 0.23], [-1.26, 0.20, 0.44], [-0.19, 2.16, -0.53], [2.06, -1.73, 0.53], [0.33, -1.47, -0.01], [-2.32, 1.00, -0.03]]
}

Last place for stability: entry w

Entry w
{
  "formula": "C4H5N",
  "method": "ωB97M-V with the def2-TZVPD basis set",
  "gap_ev": [10.529, 7.976],
  "spin_multiplicity": 3,
  "homo_ev": [-9.415, -10.724],
  "symbols": ["C", "C", "C", "C", "N", "H", "H", "H", "H", "H"],
  "xyz": [[-2.08, 1.66, -2.95], [-2.09, 1.81, -1.76], [0.53, 0.28, -0.49], [1.56, -0.60, 0.22], [-0.23, 0.96, 0.19], [-1.79, 1.39, -3.88], [0.45, 0.11, -1.50], [1.40, -0.64, 1.28], [1.56, -1.74, -0.20], [2.51, -0.13, -0.01]]
}

Entry x
{
  "formula": "C4H5N",
  "method": "ωB97M-V with the def2-TZVPD basis set",
  "gap_ev": [8.448, 9.095],
  "spin_multiplicity": 3,
  "homo_ev": [-7.330, -10.222],
  "symbols": ["C", "C", "C", "C", "N", "H", "H", "H", "H", "H"],
  "xyz": [[0.14, 1.43, -0.05], [1.16, 0.57, 0.19], [-0.76, 0.35, -0.18], [0.32, -0.68, -0.03], [-2.61, 0.22, 0.12], [0.03, 2.49, -0.09], [2.17, 0.67, 0.54], [0.55, -1.24, -0.94], [0.22, -1.36, 0.81], [-2.68, -0.80, 0.12]]
}

Entry y
{
  "formula": "C4H5N",
  "method": "ωB97M-V with the def2-TZVPD basis set",
  "gap_ev": [7.040, 9.663],
  "spin_multiplicity": 3,
  "homo_ev": [-6.684, -10.429],
  "symbols": ["C", "C", "C", "C", "N", "H", "H", "H", "H", "H"],
  "xyz": [[-2.02, -1.61, -0.08], [-1.37, -0.59, 0.07], [-0.86, 0.62, -0.01], [1.89, -0.08, 0.10], [-1.08, 1.79, -0.03], [-2.64, -2.45, 0.18], [2.22, -0.09, 1.06], [2.30, 0.82, -0.46], [1.92, -0.99, -0.48], [-0.36, 2.58, -0.35]]
}

Last place for stability: entry w

Entry w
{
  "formula": "H4NP",
  "method": "ωB97M-V with the def2-TZVPD basis set",
  "gap_ev": 9.599,
  "homo_ev": -8.718,
  "symbols": ["N", "P", "H", "H", "H", "H"],
  "xyz": [[-0.50, -0.76, 0.05], [0.80, 0.66, 0.26], [-0.84, -1.03, 1.02], [-0.22, -1.51, -0.57], [-0.18, 1.73, 0.46], [0.95, 0.91, -1.22]]
}

Entry x
{
  "formula": "H4NP",
  "method": "ωB97M-V with the def2-TZVPD basis set",
  "gap_ev": 9.550,
  "homo_ev": -8.751,
  "symbols": ["N", "P", "H", "H", "H", "H"],
  "xyz": [[0.64, -0.66, -0.03], [-1.03, -0.30, 0.06], [1.33, 0.12, -0.02], [0.79, -1.44, -0.64], [-1.58, -0.05, -1.75], [-1.06, 1.28, 0.10]]
}

Last place for stability: entry x

Entry w
{
  "formula": "CH7O5",
  "method": "ωB97M-V with the def2-TZVPD basis set",
  "gap_ev": 9.156,
  "homo_ev": -5.201,
  "total_charge": -1,
  "symbols": ["O", "C", "O", "H", "H", "H", "O", "H", "H", "O", "H", "H", "O"],
  "xyz": [[-1.03, -1.07, -1.24], [0.23, -0.82, -1.40], [0.91, -0.20, -0.50], [0.75, -1.21, -2.33], [1.74, 1.77, 1.77], [2.61, 0.77, 1.16], [2.67, 1.44, 1.81], [0.61, 1.65, -0.38], [-0.69, 2.02, 0.31], [0.24, 2.35, 0.15], [-2.18, -2.15, -0.39], [-3.21, -1.93, 0.76], [-2.66, -2.62, 0.29]]
}

Entry x
{
  "formula": "CH7O5",
  "method": "ωB97M-V with the def2-TZVPD basis set",
  "gap_ev": 9.202,
  "homo_ev": -5.295,
  "total_charge": -1,
  "symbols": ["O", "C", "O", "H", "H", "H", "O", "H", "H", "O", "H", "H", "O"],
  "xyz": [[0.96, 0.46, -1.13], [2.18, 0.02, -1.11], [2.59, -1.12, -1.13], [2.94, 0.86, -1.12], [-0.22, 1.88, 1.56], [0.46, 3.29, 1.37], [0.42, 2.50, 1.91], [-0.10, 0.08, -0.46], [-1.55, -0.02, -0.98], [-1.17, -0.24, -0.12], [-2.01, -1.80, 0.19], [-2.05, -3.37, 0.37], [-2.45, -2.55, 0.67]]
}

Entry y
{
  "formula": "CH7O5",
  "method": "ωB97M-V with the def2-TZVPD basis set",
  "gap_ev": 9.465,
  "homo_ev": -5.491,
  "total_charge": -1,
  "symbols": ["O", "C", "O", "H", "H", "H", "O", "H", "H", "O", "H", "H", "O"],
  "xyz": [[1.33, -0.41, 1.98], [0.21, 0.05, 1.61], [-0.25, 0.14, 0.36], [-0.48, 0.51, 2.36], [-3.26, 0.25, 0.00], [-2.19, 0.46, 0.93], [-3.10, 0.00, 0.91], [-0.15, -0.01, -1.64], [0.74, 0.81, -2.51], [-0.08, 0.14, -2.57], [1.97, -1.16, -0.91], [2.48, -0.19, 0.14], [2.76, -0.61, -0.67]]
}

Entry z
{
  "formula": "CH7O5",
  "method": "ωB97M-V with the def2-TZVPD basis set",
  "gap_ev": 9.266,
  "homo_ev": -5.422,
  "total_charge": -1,
  "symbols": ["O", "C", "O", "H", "H", "H", "O", "H", "H", "O", "H", "H", "O"],
  "xyz": [[-0.03, 0.73, 1.38], [0.78, 1.10, 0.42], [1.06, 0.46, -0.68], [1.38, 2.05, 0.74], [1.95, -0.75, -3.60], [1.44, 0.28, -2.59], [1.95, 0.16, -3.38], [-0.53, -0.26, -1.03], [-1.56, -0.65, 0.01], [-1.44, -0.73, -0.98], [-0.98, -0.68, 2.87], [-2.46, -0.89, 3.20], [-1.56, -0.82, 3.63]]
}

Last place for stability: entry x

Entry w
{
  "formula": "C8H14N3",
  "method": "ωB97M-V with the def2-TZVPD basis set",
  "gap_ev": 10.269,
  "homo_ev": -13.188,
  "total_charge": 1,
  "symbols": ["C", "C", "C", "C", "C", "C", "C", "C", "N", "N", "N", "H", "H", "H", "H", "H", "H", "H", "H", "H", "H", "H", "H", "H", "H"],
  "xyz": [[1.59, 1.05, -0.59], [-0.61, 0.26, -0.88], [0.40, 1.48, -1.03], [-0.53, -0.27, 1.37], [1.34, -0.72, -0.04], [-0.17, 2.83, -1.34], [-0.98, -0.31, 2.77], [-0.47, -2.27, -0.93], [-1.16, 0.27, 0.41], [0.69, -0.95, 1.21], [0.31, -1.01, -1.08], [2.46, 1.65, -0.62], [-1.56, 0.25, -1.44], [2.23, -1.23, -0.35], [-0.94, 3.01, -0.74], [-0.38, 3.12, -2.29], [0.55, 3.63, -1.23], [-1.54, 0.52, 2.99], [-0.12, -0.27, 3.47], [-1.69, -1.14, 3.12], [-0.98, -2.47, -0.02], [-0.90, -2.41, -1.87], [0.24, -3.01, -0.94], [1.34, -1.01, 2.01], [0.89, -0.98, -1.96]]
}

Entry x
{
  "formula": "C8H14N3",
  "method": "ωB97M-V with the def2-TZVPD basis set",
  "gap_ev": 7.635,
  "homo_ev": -11.027,
  "total_charge": 1,
  "symbols": ["C", "C", "C", "C", "C", "C", "C", "C", "N", "N", "N", "H", "H", "H", "H", "H", "H", "H", "H", "H", "H", "H", "H", "H", "H"],
  "xyz": [[4.03, -0.74, 0.42], [4.00, 0.57, -0.02], [2.90, -1.52, 0.22], [2.77, 1.13, -0.48], [0.40, 1.08, -0.53], [-0.79, 0.22, -1.16], [-1.15, -1.78, 0.13], [1.69, -0.91, 0.05], [1.66, 0.38, -0.29], [-3.82, 0.25, 0.72], [-1.53, -0.55, 0.01], [4.92, -1.06, 0.87], [4.96, 1.01, -0.07], [2.94, -2.62, 0.42], [2.56, 2.08, -0.91], [0.67, 1.97, -1.13], [0.13, 1.48, 0.42], [-1.46, 1.00, -1.45], [-0.45, -0.54, -1.93], [-0.64, -2.14, -0.79], [-1.49, -2.37, 0.90], [-4.59, -0.11, 0.13], [-3.70, -0.57, 1.41], [-4.12, 1.05, 1.26], [-2.31, 0.00, 0.53]]
}

Last place for stability: entry x

Entry w
{
  "formula": "C3H6F2",
  "method": "ωB97M-V with the def2-TZVPD basis set",
  "gap_ev": 12.861,
  "homo_ev": -11.758,
  "symbols": ["C", "C", "C", "H", "H", "H", "H", "H", "H", "F", "F"],
  "xyz": [[-1.13, -0.53, 0.31], [-0.14, 0.34, -0.40], [1.29, 0.31, 0.08], [-0.82, -1.62, 0.30], [-1.20, -0.04, 1.39], [-0.14, -0.01, -1.47], [-0.55, 1.31, -0.30], [1.35, 0.40, 1.17], [1.94, 1.06, -0.40], [-2.37, -0.31, -0.36], [1.76, -0.92, -0.33]]
}

Entry x
{
  "formula": "C3H6F2",
  "method": "ωB97M-V with the def2-TZVPD basis set",
  "gap_ev": 11.824,
  "homo_ev": -10.933,
  "symbols": ["C", "C", "C", "H", "H", "H", "H", "H", "H", "F", "F"],
  "xyz": [[-0.72, -0.55, 0.17], [-0.12, 0.84, -0.03], [1.48, 0.71, 0.08], [-0.93, -1.41, -0.60], [-0.51, -1.22, 1.40], [-0.49, 0.90, -1.11], [-0.76, 1.58, 0.81], [1.98, 0.84, 1.17], [2.10, 1.15, -0.96], [-2.07, 0.03, -0.09], [1.49, -0.89, -0.14]]
}

Last place for stability: entry x

Entry w
{
  "formula": "C6H14N2O2",
  "method": "ωB97M-V with the def2-TZVPD basis set",
  "gap_ev": 6.720,
  "homo_ev": -7.133,
  "symbols": ["C", "C", "C", "N", "C", "O", "H", "H", "H", "H", "H", "H", "H", "H", "H", "C", "C", "N", "O", "H", "H", "H", "H", "H"],
  "xyz": [[1.09, 0.71, 1.80], [0.94, 1.79, -0.37], [1.31, -1.01, -1.54], [0.48, 0.69, 0.47], [0.47, -0.92, -0.27], [0.59, -1.84, 0.57], [0.97, 1.69, 2.27], [0.86, 2.74, 0.16], [2.16, 0.48, 1.72], [0.64, -0.07, 2.41], [1.99, 1.66, -0.65], [0.34, 1.82, -1.28], [2.37, -0.93, -1.26], [1.06, -0.23, -2.26], [1.15, -1.99, -2.00], [-2.13, -1.72, -0.12], [-1.22, -0.81, -0.87], [-1.31, 1.14, 0.84], [-1.44, -0.17, -1.86], [-1.64, 0.91, 1.77], [-1.66, 1.92, 0.29], [-1.89, -2.76, -0.35], [-1.98, -1.59, 0.95], [-3.16, -1.51, -0.41]]
}

Entry x
{
  "formula": "C6H14N2O2",
  "method": "ωB97M-V with the def2-TZVPD basis set",
  "gap_ev": 10.202,
  "homo_ev": -9.675,
  "symbols": ["C", "C", "C", "O", "N", "H", "H", "H", "H", "H", "H", "H", "C", "C", "C", "O", "N", "H", "H", "H", "H", "H", "H", "H"],
  "xyz": [[-1.90, -1.89, 1.11], [-2.01, 1.68, 0.29], [-2.56, -0.56, 0.88], [-3.58, -0.16, 1.40], [-1.74, 0.25, 0.12], [-0.93, -1.79, 1.59], [-0.83, -0.05, -0.21], [-1.67, 2.10, 1.26], [-2.41, -2.54, 1.80], [-2.02, -2.60, 0.31], [-1.44, 2.22, -0.47], [-3.10, 1.87, 0.32], [1.26, -1.45, -1.50], [2.72, 1.79, -0.08], [2.54, 0.25, -0.16], [3.29, -0.47, 0.45], [1.46, -0.14, -0.90], [0.92, 0.62, -1.30], [2.02, -2.10, -1.02], [3.38, 1.97, -0.93], [0.25, -1.92, -1.22], [1.22, -1.42, -2.58], [1.81, 2.33, 0.00], [3.30, 2.02, 0.82]]
}

Last place for stability: entry w